No. 1
C6H8P | ωB97M-V with the def2-TZVPD basis set

Cartesian coordinates (Å):
C -0.81 1.33 -0.89
C 0.34 1.68 -0.45
C 0.09 -2.44 2.26
C -0.04 -1.41 1.67
C -1.16 -0.12 -0.94
C 1.35 0.58 -0.43
P 0.45 -1.09 -0.53
H -1.63 2.08 -0.98
H 0.64 2.72 -0.21
H 0.34 -3.46 2.59
H -0.16 -0.34 1.70
H -1.96 -0.63 -0.33
H -1.38 -0.12 -2.03
H 1.60 0.68 -1.55
H 2.33 0.55 0.12

E_HOMO (alpha / beta) = -12.4 / -14.0 eV
Energy relative to the best compared isomer or geometry (same formula, charge and spin) = 28.75 kcal per mole
Orbital gap (alpha / beta) = 9.0290 / 5.4870 eV
Charge = +1
LUMO (alpha / beta) = -3.38 / -8.52 eV
Multiplicity = 3

Formally, the Löwdin partial charges of the atoms, in units of the elementary charge, are as follows: -0.202 -0.180 0.117 -0.184 -0.303 -0.331 1.205 0.150 0.142 0.091 0.066 0.108 0.099 0.117 0.104

***

No. 2
C19H24N2O3 | ωB97M-V with the def2-TZVPD basis set

Cartesian coordinates (Å):
C 1.32 -0.70 2.09
C 1.76 0.67 2.58
C 1.47 1.79 1.59
C -0.01 1.98 1.24
C -0.89 2.26 2.45
C -2.30 2.69 2.04
O -2.92 1.66 1.27
C -3.12 1.87 -0.03
O -2.92 2.92 -0.59
C -3.55 0.60 -0.72
C -2.29 -0.17 -1.00
C -1.41 0.15 -2.00
C -1.68 1.23 -3.00
N -0.23 -0.50 -2.16
C 0.09 -1.46 -1.35
C 1.40 -2.10 -1.49
C 1.67 -3.37 -0.96
C 2.93 -3.92 -1.11
C 3.93 -3.23 -1.77
C 3.66 -1.98 -2.31
C 2.40 -1.42 -2.17
N -0.75 -1.86 -0.36
C -1.98 -1.25 -0.09
O -2.66 -1.66 0.83
H 1.65 -1.48 2.78
H 0.23 -0.76 2.02
H 1.74 -0.91 1.11
H 1.28 0.88 3.54
H 2.84 0.64 2.76
H 2.02 1.59 0.66
H 1.85 2.73 2.00
H -0.09 2.81 0.54
H -0.37 1.09 0.72
H -0.45 3.05 3.05
H -0.97 1.36 3.06
H -2.93 2.85 2.92
H -2.26 3.60 1.44
H -4.09 0.85 -1.64
H -4.17 0.01 -0.04
H -1.86 2.18 -2.50
H -0.82 1.32 -3.66
H -2.56 0.99 -3.59
H 0.90 -3.94 -0.46
H 3.13 -4.90 -0.70
H 4.91 -3.66 -1.88
H 4.43 -1.44 -2.83
H 2.17 -0.45 -2.58
H -0.48 -2.60 0.28

E_HOMO = -8.6 eV
Energy relative to the best compared isomer or geometry (same formula, charge and spin) = 17.27 kcal per mole
Structure (SMILES) = CCCCCCOC(=O)Cc1c(C)nc(-c2ccccc2)[nH]c1=O
Orbital gap = 8.5294 eV
LUMO = -0.06 eV
Multiplicity = 1

Formally, the Löwdin partial charges of the atoms, in units of the elementary charge, are as follows: -0.100 -0.260 -0.214 -0.200 -0.160 -0.156 0.019 -0.489 0.097 -0.015 -0.093 -0.248 -0.005 0.166 -0.265 -0.161 -0.033 -0.077 -0.079 -0.070 -0.021 0.209 -0.424 0.068 0.075 0.059 0.064 0.100 0.105 0.109 0.109 0.122 0.094 0.123 0.115 0.129 0.123 0.130 0.127 0.073 0.080 0.093 0.109 0.105 0.104 0.105 0.110 0.148

***

No. 3
C12H32BF3N2O4Pt | ωB97M-V with the def2-TZVPD basis set

Cartesian coordinates (Å):
Pt 14.55 19.49 15.83
C 16.57 18.79 18.46
O 16.46 20.21 18.53
O 15.56 18.41 17.52
C 18.10 18.25 18.25
F 18.12 17.11 17.50
F 18.93 19.19 17.69
F 18.54 17.82 19.46
C 16.79 20.84 19.86
C 18.26 21.31 19.84
H 18.99 20.57 20.16
H 18.67 21.58 18.86
H 18.43 22.13 20.54
H 16.42 20.46 20.81
H 16.09 21.66 19.72
H 16.27 18.42 19.44
B 14.99 17.63 14.31
H 15.26 18.67 14.19
H 15.93 17.11 14.35
H 14.39 17.50 15.20
H 14.47 17.28 13.43
C 14.73 23.89 16.73
C 14.88 22.42 16.17
C 16.24 22.06 15.68
O 16.14 20.73 15.08
C 17.49 20.28 14.69
N 14.33 21.40 17.06
H 15.20 24.72 16.20
H 15.22 23.89 17.70
H 13.68 24.10 16.92
H 14.28 22.42 15.27
H 16.91 21.91 16.52
H 16.66 22.84 15.04
H 18.21 20.22 15.50
H 18.00 20.95 14.00
H 17.49 19.31 14.19
H 13.45 21.65 17.47
H 14.92 21.09 17.82
C 10.39 18.41 15.58
C 11.85 18.78 15.36
C 11.85 20.10 14.44
O 13.23 20.52 14.28
C 13.38 21.37 13.15
N 12.44 19.12 16.60
H 9.95 19.12 16.29
H 10.38 17.42 16.05
H 9.79 18.20 14.70
H 12.40 18.02 14.81
H 11.24 20.79 15.02
H 11.34 20.00 13.49
H 14.43 21.63 13.04
H 12.91 22.35 13.14
H 13.24 20.72 12.29
H 12.45 18.34 17.24
H 11.71 19.67 17.04

E_HOMO (alpha / beta) = -6.9 / -7.6 eV
Orbital gap (alpha / beta) = 6.7935 / 7.5151 eV
LUMO (alpha / beta) = -0.11 / -0.13 eV
Multiplicity = 3

Formally, the Löwdin partial charges of the atoms, in units of the elementary charge, are as follows: 1.201 -0.350 -0.181 -0.301 -0.468 0.125 0.097 0.105 -0.171 -0.076 0.066 0.070 0.069 0.120 0.094 0.135 -0.437 -0.096 -0.040 -0.072 -0.042 -0.024 -0.397 -0.164 -0.327 -0.032 0.013 0.077 0.070 0.072 0.106 0.124 0.140 0.081 0.088 0.093 0.100 0.057 -0.054 -0.440 -0.116 -0.317 -0.091 -0.022 0.080 0.084 0.087 0.119 0.119 0.128 0.088 0.099 0.106 0.115 0.092

***

No. 4
C33H43FN2O21 | ωB97M-V with the def2-TZVPD basis set

Cartesian coordinates (Å):
C -0.40 -3.88 1.10
C -0.17 -2.38 1.14
O -1.15 -1.77 0.32
C -0.89 -0.42 -0.02
C -1.43 0.50 1.08
C -1.36 2.00 0.81
C -1.36 2.27 -0.71
C -1.50 3.69 -1.21
F -2.51 1.60 -1.18
O -2.54 2.71 1.30
C -2.14 3.91 1.76
O -2.82 4.71 2.30
O -0.80 4.10 1.49
C -0.26 2.76 1.59
C -0.22 2.52 3.12
C 0.56 3.43 3.84
C 0.57 3.33 5.22
C -0.21 2.36 5.83
C -0.97 1.52 5.02
N -0.97 1.59 3.69
N 1.07 2.61 0.98
C 2.11 2.06 1.83
C 2.06 0.57 2.00
O 3.00 2.74 2.25
C 1.60 3.74 0.22
C 2.02 3.41 -1.19
O 1.74 4.83 0.69
H -0.78 -4.09 0.11
H -1.13 -4.21 1.83
H 0.55 -4.41 1.23
H 0.84 -2.16 0.76
H -0.27 -2.00 2.17
H -1.38 -0.27 -0.98
H 0.19 -0.28 -0.16
H -0.92 0.25 2.00
H -2.47 0.23 1.25
H -0.50 1.82 -1.20
H -0.69 4.33 -0.89
H -2.42 4.14 -0.83
H -1.58 3.67 -2.29
H 1.14 4.19 3.33
H 1.17 4.02 5.80
H -0.24 2.27 6.91
H -1.60 0.77 5.47
H 1.21 0.26 2.62
H 2.02 0.10 1.03
H 2.97 0.27 2.51
H 2.12 2.34 -1.37
H 1.35 3.88 -1.91
H 2.99 3.88 -1.33
O -0.28 0.71 -4.00
C -1.41 0.71 -4.37
O -2.15 1.83 -4.58
C -3.37 1.45 -5.21
C -3.50 -0.01 -4.81
O -2.14 -0.40 -4.63
H -4.18 2.08 -4.86
H -3.26 1.58 -6.29
H -4.03 -0.13 -3.86
H -3.97 -0.63 -5.56
O 2.20 -4.56 -1.21
C 1.50 -4.74 -2.16
O 0.18 -4.46 -2.20
C -0.28 -4.61 -3.55
C 0.75 -5.55 -4.13
O 1.91 -5.26 -3.33
H -1.29 -5.01 -3.56
H -0.27 -3.62 -4.03
H 0.48 -6.60 -3.99
H 0.96 -5.37 -5.18
O 1.21 -0.56 4.72
C 1.48 -0.84 5.85
O 2.69 -0.67 6.42
C 2.57 -0.88 7.83
C 1.33 -1.75 7.91
O 0.60 -1.35 6.74
H 3.47 -1.35 8.21
H 2.43 0.09 8.31
H 1.56 -2.81 7.83
H 0.72 -1.57 8.80
O 1.71 5.05 -6.54
C 2.05 5.71 -5.61
O 2.48 5.22 -4.42
C 3.02 6.30 -3.65
C 2.32 7.50 -4.25
O 2.07 7.07 -5.59
H 2.79 6.15 -2.60
H 4.10 6.33 -3.79
H 1.36 7.71 -3.77
H 2.93 8.40 -4.26
O -2.06 -7.51 -4.06
C -1.88 -7.94 -2.96
O -1.10 -7.34 -2.03
C -1.29 -8.01 -0.78
C -1.76 -9.38 -1.23
O -2.40 -9.09 -2.48
H -0.35 -8.03 -0.23
H -2.04 -7.47 -0.21
H -0.94 -10.07 -1.41
H -2.48 -9.84 -0.55

E_HOMO = -9.2 eV
Energy relative to the best compared isomer or geometry (same formula, charge and spin) = 0.00 kcal per mole
Structure (SMILES) = CCOCC[C@@]1([C@H](C)F)OC(=O)O[C@]1(c1ccccn1)N(C(C)=O)C(C)=O.O=C1OCCO1.O=C1OCCO1.O=C1OCCO1.O=C1OCCO1.O=C1OCCO1
Orbital gap = 9.6111 eV
LUMO = 0.43 eV
Multiplicity = 1

Atom charges from the Löwdin analysis, given in e for atoms 1 to 99: -0.065 -0.261 -0.137 -0.200 -0.049 -0.244 -0.269 0.013 -0.003 0.126 -0.557 0.198 0.082 -0.256 -0.188 0.018 -0.027 -0.055 -0.118 0.150 0.116 -0.443 0.029 0.138 -0.436 0.025 0.153 0.061 0.069 0.072 0.114 0.115 0.114 0.113 0.082 0.145 0.136 0.073 0.100 0.091 0.127 0.112 0.103 0.115 0.056 0.082 0.097 0.090 0.081 0.090 0.157 -0.579 0.050 -0.109 -0.110 0.055 0.133 0.132 0.133 0.130 0.150 -0.575 0.042 -0.102 -0.105 0.064 0.120 0.135 0.112 0.134 0.156 -0.561 0.067 -0.111 -0.111 0.056 0.132 0.132 0.133 0.132 0.171 -0.570 0.049 -0.119 -0.114 0.057 0.121 0.134 0.133 0.131 0.161 -0.573 0.042 -0.098 -0.105 0.068 0.136 0.136 0.133

***

No. 5
C11H19ClFO3P2 | ωB97M-V with the def2-TZVPD basis set

Cartesian coordinates (Å):
C 3.29 1.64 -2.28
C 3.12 0.78 -1.46
P 2.77 -0.45 -0.30
C 3.74 -0.14 1.18
C 3.61 1.31 1.60
O 4.29 2.20 1.26
F 2.59 1.46 2.45
O 1.28 -0.38 0.18
C 0.15 -0.21 -0.75
C -0.87 0.73 -0.12
C -0.50 2.19 -0.41
C -2.31 0.39 -0.55
C -3.18 -0.11 0.61
C -4.67 -0.10 0.21
C -2.69 -1.49 1.11
P 3.30 -2.46 -1.28
O 1.80 -3.04 -1.33
Cl 4.03 -3.28 0.43
H 3.43 2.40 -3.01
H 4.79 -0.33 0.95
H 3.36 -0.81 1.96
H -0.26 -1.20 -0.95
H 0.53 0.19 -1.69
H -0.77 0.58 0.96
H -1.16 2.86 0.15
H -0.60 2.42 -1.47
H 0.52 2.41 -0.09
H -2.77 1.27 -0.99
H -2.30 -0.39 -1.32
H -3.04 0.61 1.42
H -4.78 -0.02 -0.87
H -5.18 0.76 0.64
H -5.18 -1.00 0.54
H -2.13 -2.02 0.33
H -3.53 -2.13 1.38
H -2.05 -1.41 1.98
H 1.39 -3.24 -0.47

E_HOMO = -13.8 eV
Orbital gap = 9.4878 eV
Charge = +1
LUMO = -4.26 eV
Multiplicity = 1

Formally, the Löwdin partial charges of the atoms, in units of the elementary charge, are as follows: 0.189 -0.214 0.702 -0.188 -0.531 0.206 0.134 -0.267 -0.146 -0.348 -0.050 -0.160 -0.406 -0.059 -0.059 0.507 -0.390 0.289 0.066 0.115 0.102 0.110 0.121 0.140 0.092 0.091 0.074 0.120 0.123 0.131 0.077 0.080 0.071 0.067 0.073 0.076 0.063

***

No. 6
C24H16AsAuF3NS | ωB97M-V with the def2-TZVPD basis set

Cartesian coordinates (Å):
Au -0.71 -1.40 -2.68
F -2.06 3.39 -1.98
C -1.43 3.73 -3.12
F -1.16 5.06 -3.02
F -2.32 3.61 -4.11
C -0.18 2.94 -3.31
C 1.04 3.58 -3.31
C 2.22 2.85 -3.38
C 2.10 1.47 -3.38
N 0.94 0.83 -3.37
C -0.22 1.52 -3.39
S -1.71 0.65 -3.55
H 1.08 4.66 -3.24
H 3.18 3.33 -3.40
H 2.98 0.84 -3.40
C 1.13 -5.20 2.08
C 1.28 -3.97 2.70
C 0.99 -2.80 2.02
C 0.54 -2.86 0.71
C 0.40 -4.09 0.08
C 0.69 -5.26 0.77
As 0.01 -1.27 -0.28
C -1.58 -0.82 0.72
C -2.82 -1.42 0.63
C -3.85 -1.00 1.46
C -3.62 0.02 2.38
C -2.38 0.63 2.46
C -1.35 0.22 1.63
C 0.01 0.78 1.59
C 0.48 1.85 2.35
C 1.79 2.27 2.22
C 2.65 1.65 1.32
C 2.19 0.60 0.54
C 0.89 0.16 0.68
H 1.36 -6.11 2.62
H 1.63 -3.92 3.73
H 1.10 -1.84 2.51
H 0.05 -4.13 -0.95
H 0.59 -6.22 0.27
H -2.99 -2.21 -0.10
H -4.82 -1.46 1.39
H -4.42 0.34 3.03
H -2.22 1.43 3.17
H -0.18 2.35 3.05
H 2.15 3.10 2.81
H 3.67 1.99 1.22
H 2.86 0.12 -0.17

E_HOMO = -7.6 eV
Energy relative to the best compared isomer or geometry (same formula, charge and spin) = 2.45 kcal per mole
Orbital gap = 7.0738 eV
LUMO = -0.51 eV
Multiplicity = 1

Formally, the Löwdin partial charges of the atoms, in units of the elementary charge, are as follows: 0.298 0.117 -0.609 0.112 0.121 -0.140 -0.011 -0.068 -0.162 -0.009 -0.731 0.531 0.120 0.098 0.105 -0.085 -0.079 -0.092 -0.375 -0.130 -0.085 1.271 -0.314 -0.089 -0.077 -0.072 -0.020 -0.192 -0.194 -0.017 -0.069 -0.079 -0.090 -0.321 0.104 0.105 0.105 0.077 0.104 0.101 0.104 0.105 0.107 0.109 0.106 0.104 0.106

***

No. 7
BrFH2Si | ωB97M-V with the def2-TZVPD basis set

Cartesian coordinates (Å):
F -0.97 -0.25 -1.06
Si 0.10 -0.13 0.14
Br 0.56 2.01 0.35
H 1.05 -0.91 -0.50
H -0.75 -0.72 1.06

E_HOMO = -11.2 eV
Energy relative to the best compared isomer or geometry (same formula, charge and spin) = 13.46 kcal per mole
Structure (SMILES) = F[SiH2]Br
Orbital gap = 11.7574 eV
LUMO = 0.53 eV
Multiplicity = 1

Formally, the Löwdin partial charges of the atoms, in units of the elementary charge, are as follows: -0.306 0.130 0.316 -0.071 -0.069

***

No. 8
C6H12O2 | ωB97M-V with the def2-TZVPD basis set

Cartesian coordinates (Å):
C 1.32 -1.06 -1.97
C 2.06 -2.09 -1.20
C 1.63 -2.43 0.22
O 3.08 -2.58 -1.62
H 1.36 -0.08 -1.49
H 0.28 -1.36 -2.15
H 1.80 -1.04 -2.94
H 1.12 -1.66 0.79
H 2.53 -2.63 0.80
H 1.04 -3.35 0.10
C -1.80 3.00 1.39
C -2.15 1.77 0.64
C -1.14 0.65 0.56
O -3.27 1.64 0.19
H -1.90 2.76 2.46
H -2.56 3.76 1.23
H -0.81 3.43 1.28
H -0.15 1.13 0.56
H -1.28 0.06 -0.33
H -1.16 0.07 1.48

E_HOMO = -9.8 eV
Energy relative to the best compared isomer or geometry (same formula, charge and spin) = 27.53 kcal per mole
Structure (SMILES) = CC(C)=O.CC(C)=O
Orbital gap = 10.3885 eV
LUMO = 0.60 eV
Multiplicity = 1

Formally, the Löwdin partial charges of the atoms, in units of the elementary charge, are as follows: -0.027 -0.514 -0.018 0.075 0.080 0.086 0.085 0.062 0.082 0.090 -0.034 -0.511 -0.028 0.068 0.096 0.085 0.080 0.075 0.076 0.092